Computed, not measured: a molecular structure, C23H32N2O4, with wB97M-V/def2-TZVPD.

Each line ends with the Mulliken charge.
Positions of all 61 atoms, in Å:
C (-0.223006, 0.258933, 3.165889)  -0.65
H (0.557619, 0.929479, 3.600997)  0.33
O (-0.763361, 0.989662, 1.979873)  -0.47
C (-0.102910, 1.339447, 0.943768)  0.66
C (1.249786, 1.122559, 0.809102)  0.77
C (1.935323, 1.703685, -0.040282)  -0.45
C (1.257459, 2.288414, -0.985307)  0.85
C (-0.051921, 2.510379, -1.281677)  -2.07
C (-0.863035, 1.981257, -0.229912)  0.54
O (-2.111689, 2.074314, -0.313481)  -0.38
C (-3.149865, 1.450348, 0.329498)  -0.22
C (-3.023722, -0.101518, -0.256749)  -0.52
C (-4.029353, -1.239464, 0.290301)  -1.10
N (-5.316215, -0.438046, 0.037673)  0.24
C (-6.106608, -1.236572, -1.011794)  1.01
O (-5.837894, -2.355768, -1.149457)  -0.54
C (-7.352752, -0.733453, -1.283368)  -1.43
H (-8.076463, -0.424825, -0.406627)  0.24
H (-7.086907, 0.463902, -1.931568)  0.23
H (-7.918550, -1.215395, -1.890698)  0.50
C (-5.601606, 0.821642, 0.363217)  -0.87
H (-6.658772, 1.273986, 0.313587)  0.33
C (-4.479750, 1.868561, -0.049652)  -0.15
H (-4.684812, 2.820426, 0.433839)  0.37
H (-4.526894, 1.942510, -1.437709)  0.18
H (-5.418986, 0.856246, 1.540346)  0.27
H (-3.973341, -2.262762, 0.021257)  0.46
H (-3.963718, -0.911975, 1.465945)  0.22
H (-2.040159, -0.628681, 0.292908)  -0.03
H (-2.905805, -0.263471, -1.175041)  0.76
H (-2.987382, 1.412046, 1.352068)  0.31
H (-0.584180, 2.939830, -2.101167)  0.53
H (1.930463, 2.904108, -1.942960)  -0.06
C (3.436681, 1.436517, -0.019911)  -0.29
O (3.977839, 1.264836, 1.066728)  -0.67
N (4.181406, 1.843748, -1.135842)  -0.21
H (3.623865, 1.676334, -2.193918)  0.40
C (5.449789, 1.074151, -1.032051)  -1.31
H (6.037352, 1.704849, -1.962223)  0.27
H (5.785818, 1.198068, -0.209327)  0.98
C (5.434651, -0.471415, -1.657968)  -1.32
C (4.301852, -1.124399, -0.694140)  1.33
C (3.051374, -1.368217, -1.180503)  -0.88
C (2.108686, -2.160784, -0.301850)  -0.90
C (2.616789, -2.185621, 0.998456)  -1.03
C (4.295541, -2.859938, 0.954143)  -1.59
C (5.120727, -1.847481, 0.376113)  -0.85
H (5.297979, -1.053147, 1.071591)  0.37
H (6.055164, -2.062286, 0.024671)  0.56
H (4.005729, -3.630353, 0.397989)  0.60
H (4.544768, -3.014165, 1.906502)  0.55
H (2.783710, -1.253055, 1.553359)  0.01
H (2.268029, -2.871595, 1.529126)  1.05
H (1.952373, -3.062936, -0.683830)  0.74
H (1.361797, -1.486037, -0.162821)  0.02
H (2.788980, -0.831397, -1.924729)  0.72
H (6.332484, -0.887847, -1.906044)  0.60
H (4.885100, -0.370706, -2.785461)  0.22
H (1.791481, 0.959518, 1.807940)  0.34
H (-0.923703, -0.059830, 4.050232)  0.27
H (0.342723, -0.696631, 2.660963)  0.18

Forces on atoms 1 to 6 (eV/Å):
C 2.152 -1.237 -1.597
H -0.494 -0.669 -0.213
O -3.797 -1.614 4.963
C 0.159 1.262 -4.683
C -4.596 -3.223 10.857
C 7.032 1.095 -5.318

Calculated values
Frontier orbital gap in Ha: 0.2961
Electronic energy in eV: -35522.250
E_HOMO in eV: -7.45
Multiplicity: 1